Molecular formula: C17H25N3O
Method: DFT, ωB97M-V with the def2-TZVPD basis set

Geometry as XYZ:
```
46
Properties=species:S:1:pos:R:3
C 1.0020 3.6911 -0.9350
C 0.5451 2.2876 -0.6599
C -0.6478 2.2965 0.2811
C -1.2494 1.1667 0.8369
N -0.4488 0.5179 1.7389
C 0.6972 -0.6716 1.3977
C 0.5071 -1.3515 0.1147
C -0.5987 -2.4203 -0.0435
N -0.9053 -2.7228 -1.3779
C -1.1081 -2.0265 -2.3117
O -1.8323 -0.8541 -2.0594
C -1.3883 -2.1730 -3.8552
C -0.2587 -1.8098 -4.5795
C 1.0118 -1.9860 -4.0872
N 1.4092 -1.0300 2.4438
C 0.9452 -0.1804 3.3852
C 1.3925 -0.3258 4.8760
C 0.9465 0.7165 5.7093
C -0.0681 1.7988 5.0554
C -0.6788 1.5176 3.8701
C 0.0572 0.6919 2.9887
H 0.3040 4.4294 -1.4192
H 2.0421 3.5914 -1.4408
H 1.3831 4.2678 -0.1803
H 1.1303 1.7566 0.1775
H 0.2615 1.8613 -1.3381
H -0.3691 3.0128 1.2302
H -1.3072 3.1331 -0.2198
H -1.4767 0.3895 0.0806
H -2.3178 1.2426 1.2669
H 1.6677 -1.8231 -0.0026
H 0.4029 -0.6191 -0.5737
H -0.6288 -3.2195 0.5468
H -1.4867 -1.8791 0.2748
H -0.0697 -3.5186 -1.8677
H -1.2609 -3.3517 -3.8218
H -2.3956 -2.2824 -4.1615
H -0.4328 -0.6129 -4.5020
H -0.4043 -1.7671 -5.6781
H 1.7804 -1.5409 -4.8297
H 1.2977 -3.2361 -4.2244
H 1.4317 -1.7234 -3.1269
H 2.2247 -0.9717 5.0181
H 1.0863 0.9031 6.6422
H -0.6534 2.4909 5.7652
H -1.5387 2.3342 3.5957
```

Calculated values
SMILES: CCCCn1c(CCNC(=O)CCC)nc2ccccc21
M: 287.41 g mol⁻¹
total energy: -24538.817 eV
energy relative to the best compared isomer or geometry (same formula, charge and spin): 15.5733 eV
LUMO energy: 0.49 eV
charge: 0


Molecular formula: C29H85F3N14O14S
Method: DFT, ωB97M-V with the def2-TZVPD basis set

Geometry as XYZ:
```
146
Properties=species:S:1:pos:R:3
O 3.0081 -2.6706 2.0271
H 3.8736 -2.4610 1.5415
H 3.2089 -2.7485 2.9755
H 2.3772 -1.8803 1.9350
C 0.0297 0.3272 -0.5469
F -0.1356 1.3976 -1.3157
F -0.9888 0.2124 0.2664
F 0.0521 -0.7300 -1.3974
S 1.5935 0.3744 0.4081
O 1.5337 1.5963 1.1768
O 1.5259 -0.7890 1.2779
O 2.6778 0.2882 -0.5438
C 0.8966 -1.8668 -4.7197
O 1.3558 -2.2298 -5.8033
N -0.2578 -2.3765 -4.2024
N 1.5785 -1.0022 -3.8976
H -0.5692 -3.1945 -4.6934
H -0.6222 -2.1390 -3.2925
H 1.1062 -0.6011 -3.1083
H 2.4949 -0.6651 -4.1070
C 5.8273 1.8279 -1.5584
O 6.0844 1.8739 -0.3573
N 6.6423 2.3954 -2.5072
N 4.6938 1.2516 -2.0468
H 7.5132 2.7674 -2.1775
H 6.3961 2.4777 -3.4735
H 4.0079 0.8320 -1.4161
H 4.5700 1.1461 -3.0365
C -1.1046 4.1771 1.1319
O -2.1246 4.8387 1.2832
N -0.3575 4.3107 -0.0179
N -0.7087 3.1524 1.9574
H -0.6564 5.0471 -0.6334
H 0.6065 4.0532 -0.1455
H -1.1585 3.0710 2.8493
H 0.2269 2.8073 1.7716
C 4.6092 3.8926 2.1865
O 3.9273 4.5764 2.9262
N 5.9556 4.1294 1.9805
N 4.1504 2.8127 1.4847
H 6.4627 3.5353 1.3484
H 6.3933 4.8223 2.5536
H 3.1651 2.6050 1.4601
H 4.6786 2.3925 0.7206
C -0.4254 2.1833 -4.8084
C -1.1257 0.9874 -5.4443
C -2.0511 0.3156 -4.4446
O -2.6607 -0.7552 -5.1404
C -3.6073 -1.5098 -4.3960
N -1.9846 1.4569 -6.5355
H -1.1584 2.9614 -4.5897
H 0.3407 2.5534 -5.4880
H 0.0042 1.9105 -3.8418
H -0.3968 0.2103 -5.7069
H -2.8031 1.0250 -4.0681
H -1.5819 -0.1420 -3.5608
H -4.2830 -2.0299 -5.0721
H -4.1674 -0.8698 -3.7103
H -3.0249 -2.2733 -3.8685
H -2.3521 0.6101 -6.9734
H -1.4045 1.8186 -7.2928
C -4.8850 -1.4089 4.1760
C -4.4111 -0.1358 3.4821
C -3.1631 -0.3648 2.6429
O -2.1981 -0.9089 3.5525
C -0.9779 -0.2346 3.6903
N -5.5560 0.3615 2.7032
H -5.8473 -1.1674 4.6359
H -4.2519 -1.7669 4.9902
H -5.0758 -2.2125 3.4657
H -4.1475 0.6312 4.2234
H -2.7969 0.6078 2.2880
H -3.2796 -1.0160 1.7710
H -0.5797 0.1589 2.7489
H -0.1964 -0.7846 4.2128
H -1.1439 0.6663 4.3096
H -6.1917 0.9330 3.2392
H -5.3061 0.8984 1.8619
C 6.3886 0.5726 3.9048
C 4.9167 0.3433 4.1514
C 4.1966 1.6519 4.4433
O 2.9046 1.3710 4.9381
C 1.8637 2.1945 4.4476
N 4.3289 -0.2448 2.9033
H 6.9190 1.0202 4.7512
H 6.5415 1.2353 3.0506
H 6.9463 -0.3580 3.7726
H 4.7172 -0.4228 4.8998
H 4.2563 2.3340 3.5903
H 4.7459 2.1221 5.2761
H 1.8620 2.3306 3.3588
H 1.9938 3.2211 4.8185
H 0.9329 1.7608 4.7986
H 3.3459 0.0280 2.9243
H 4.7114 0.1971 2.0711
C 5.5411 -4.3967 0.0676
C 5.1261 -3.1831 -0.7498
C 3.8787 -3.4097 -1.5787
O 3.9003 -4.6777 -2.1753
C 2.7601 -4.9067 -2.9638
N 4.9646 -1.9962 0.1845
H 6.2547 -4.1215 0.8467
H 6.1058 -5.0678 -0.5881
H 4.7410 -5.0415 0.4292
H 5.9211 -2.8765 -1.4372
H 3.8698 -2.6760 -2.3956
H 2.9808 -3.3036 -0.9513
H 2.9432 -5.7556 -3.6153
H 2.5202 -4.0451 -3.5972
H 1.8700 -5.0765 -2.3422
H 5.9128 -1.9733 0.5678
H 5.0287 -1.1807 -0.4301
C -3.4229 -4.7848 -1.5771
C -2.9768 -3.4704 -0.9689
C -2.6138 -3.7779 0.4913
O -3.7808 -3.8912 1.2678
C -3.4847 -4.0836 2.6228
N -1.7171 -3.0531 -1.6368
H -2.5844 -5.4290 -1.8461
H -3.9605 -4.6408 -2.5261
H -4.2002 -5.2897 -1.0037
H -3.7435 -2.6994 -1.0116
H -1.9864 -2.9938 0.9505
H -1.9770 -4.6785 0.4994
H -2.8956 -4.9912 2.8119
H -4.4166 -4.1747 3.1796
H -2.9415 -3.2440 3.0775
H -1.2053 -3.9289 -1.6568
H -1.2457 -2.3400 -1.1018
C -7.5109 3.0366 -1.0678
C -7.3012 3.6044 0.3477
C -5.8336 3.5102 0.7547
O -5.3261 2.1961 0.5810
C -4.3933 2.0319 -0.4751
N -7.8416 4.9377 0.5332
H -6.8495 3.5285 -1.7922
H -8.5173 3.2579 -1.4359
H -7.3528 1.9597 -1.1226
H -7.8432 2.9249 1.0129
H -5.8629 3.6142 1.8489
H -5.1567 4.3131 0.4645
H -3.5479 1.4427 -0.1304
H -3.8898 2.9701 -0.7480
H -4.9282 1.6607 -1.3521
H -7.5797 5.5657 -0.2183
H -8.8524 4.9012 0.5398
```

Calculated values
M: 943.14 g mol⁻¹
total energy: -99966.611 eV
energy relative to the best compared isomer or geometry (same formula, charge and spin): 0.0000 eV
LUMO energy: -0.26 eV
charge: 0


Molecular formula: C24H29Si
Method: DFT, ωB97M-V with the def2-TZVPD basis set

Geometry as XYZ:
```
54
Properties=species:S:1:pos:R:3
C -1.0599 -1.0346 1.9100
C 0.0544 -1.4246 0.9323
C 1.3980 -1.7610 1.5712
C 2.0501 -3.0488 1.7910
C 1.3635 -4.3732 1.7656
C 3.4223 -3.1169 2.0452
C 4.1807 -1.9939 2.2545
C 5.6773 -2.0169 2.4007
C 3.4680 -0.7855 2.4111
C 2.0918 -0.6892 2.1744
C 1.4439 0.6304 2.4610
H -1.9877 -1.6413 1.9170
H -0.7839 -0.8932 2.9679
H -1.3576 -0.0328 1.5798
H -0.2580 -2.2659 0.2732
H 2.1051 -5.1969 1.6356
H 0.8466 -4.5741 2.7257
H 0.5857 -4.4710 0.9748
H 3.9095 -4.0684 2.0733
H 6.1016 -1.0139 2.5370
H 5.9985 -2.6548 3.2335
H 6.1352 -2.4347 1.5022
H 4.0034 0.1364 2.7294
H 2.1979 1.3819 2.6690
H 0.8409 0.9554 1.6192
H 0.8086 0.5485 3.3362
C 0.0383 -0.0445 -2.9442
Si -0.9554 0.4464 -1.5464
H -0.2784 -0.7617 -0.0257
C -0.7131 2.2798 -1.2562
C -0.1736 2.7899 -0.0871
C 0.0664 4.1562 0.0507
C -0.2661 5.0211 -0.9702
C -0.8447 4.5397 -2.1608
C -1.0671 3.1700 -2.3103
C -2.7860 0.3158 -2.0100
C -3.7758 0.1369 -1.0581
C -5.1135 0.1486 -1.4468
C -5.4553 0.3746 -2.7653
C -4.4625 0.5685 -3.7444
C -3.1236 0.5539 -3.3656
H -0.2238 0.5700 -3.7800
H 1.0776 0.0919 -2.7529
H -0.1083 -1.0651 -3.2085
H 0.0425 2.0785 0.6835
H 0.5058 4.4926 0.9741
H -0.0822 6.0815 -0.8490
H -1.1179 5.2421 -2.9629
H -1.5031 2.7966 -3.2500
H -3.4589 -0.0175 -0.0409
H -5.8617 0.0078 -0.6886
H -6.5049 0.3949 -3.0575
H -4.7410 0.7614 -4.7871
H -2.3493 0.7094 -4.1305
```

Calculated values
M: 345.58 g mol⁻¹
total energy: -33227.133 eV
energy relative to the best compared isomer or geometry (same formula, charge and spin): 2.5551 eV
LUMO energy: -5.66 eV
charge: +1


Molecular formula: C7H6OSi
Method: DFT, ωB97M-V with the def2-TZVPD basis set

Geometry as XYZ:
```
15
Properties=species:S:1:pos:R:3
C -0.3200 -2.8736 -0.3708
C -2.9480 1.2794 1.0841
C 0.2339 1.7309 -3.0278
C -0.4536 -1.6731 -0.4927
C -2.0735 0.8207 0.4131
C -0.0290 1.1754 -2.0042
C 1.8996 -0.1719 1.4968
O 0.7752 0.5513 1.2703
Si -0.6294 0.1399 -0.5282
H 0.0574 -3.7698 -0.0792
H -3.7520 1.7424 1.6608
H 0.6167 2.2368 -3.9927
H 1.8274 -1.1991 1.1917
H 2.1028 -0.2572 2.6363
H 2.6926 0.2678 0.7426
```

Calculated values
M: 134.21 g mol⁻¹
total energy: -17273.892 eV
energy relative to the best compared isomer or geometry (same formula, charge and spin): 2.4935 eV
LUMO energy: -0.63 eV
charge: 0


Molecular formula: C4H6N2
Method: DFT, ωB97M-V with the def2-TZVPD basis set

Geometry as XYZ:
```
12
Properties=species:S:1:pos:R:3
N -1.0361 -1.2051 -0.5660
N 0.4715 1.1186 1.2597
C -1.1843 0.0815 -0.2804
C 0.1012 0.7206 -0.0826
C 0.2748 -1.6685 -0.6741
C 1.0850 -0.6164 -0.5698
H -1.8185 -1.8005 -0.8033
H 1.4151 1.4894 1.2740
H 0.4531 0.3196 1.8839
H -2.1460 0.5671 -0.2868
H 0.2426 1.5534 -0.7806
H 2.1415 -0.5595 -0.3739
```

Calculated values
M: 82.11 g mol⁻¹
total energy: -7221.128 eV
energy relative to the best compared isomer or geometry (same formula, charge and spin): 4.4632 eV
LUMO energy (alpha / beta): -0.48 / -0.49 eV
charge: 0